#w
This record from the Open Molecules 2025 dataset describes a single C3H4N2O2S molecule. The level of theory is ωB97M-V with the def2-TZVPD basis set.

The geometry in XYZ format:
```
12
C3H4N2O2S (ωB97M-V with the def2-TZVPD basis set)
C -2.03 -3.47 -2.07
C -1.26 -1.77 -0.46
C 0.08 0.67 0.64
N -1.41 -2.52 -1.66
N -1.33 -0.51 -0.79
O -1.03 -2.34 0.56
O -1.23 0.48 0.16
S -2.76 -4.61 -2.75
H -0.01 1.75 1.06
H 0.67 0.45 -0.28
H 0.36 -0.08 1.36
H -0.92 -0.39 -1.77
```

Values from the calculation:
Spin multiplicity   1
SMILES string   CONC(=O)N=C=S



#x
This record from the Open Molecules 2025 dataset describes a single C3H4N2O2S molecule. The level of theory is ωB97M-V with the def2-TZVPD basis set.

The geometry in XYZ format:
```
12
C3H4N2O2S (ωB97M-V with the def2-TZVPD basis set)
C -0.48 -0.25 -0.25
C 1.91 -0.60 0.33
C -0.16 1.09 -0.27
H -3.56 -0.44 0.23
H 1.44 -0.53 1.32
H 2.79 -1.08 0.09
H -1.05 1.84 -0.58
N -1.70 -0.73 0.07
N 1.02 1.51 -0.24
O -2.86 0.19 -0.10
O 2.07 0.63 -0.21
S 0.58 -1.64 -0.40
```

Values from the calculation:
Spin multiplicity   1
SMILES string   O/N=C1\C=NOCS1



#y
This record from the Open Molecules 2025 dataset describes 2 unconnected molecules or ions with the total composition C3H4N2O2S. The level of theory is ωB97M-V with the def2-TZVPD basis set.

The geometry in XYZ format:
```
12
C3H4N2O2S (ωB97M-V with the def2-TZVPD basis set)
C -1.68 -4.23 -1.91
C -1.67 -4.63 -0.72
C -0.69 1.52 0.82
N -1.29 -3.10 -2.28
N -1.10 -2.11 -2.75
O -1.89 -0.27 -0.71
O -1.74 -5.24 0.24
S -0.78 -0.26 0.50
H -1.32 1.62 1.70
H 0.43 1.63 0.88
H -0.98 1.95 -0.21
H -1.43 -0.50 -1.63
```

Values from the calculation:
Spin multiplicity   1



Which structure is the least stable? The one labeled #x.



#w
This record from the Open Molecules 2025 dataset describes 2 unconnected molecules or ions with the total composition C3H5F2N. The level of theory is ωB97M-V with the def2-TZVPD basis set.

The geometry in XYZ format:
```
11
C3H5F2N (ωB97M-V with the def2-TZVPD basis set)
C 0.23 -0.50 1.27
C 1.12 -0.64 0.14
C -0.98 0.17 -1.01
N -0.14 -0.63 -0.17
F 2.29 -0.95 -0.32
F 0.94 2.31 0.10
H -0.04 -1.35 1.90
H 0.16 0.48 1.73
H -2.02 -0.04 -0.75
H -0.75 1.23 -0.84
H -0.79 -0.09 -2.05
```

Values from the calculation:
Spin multiplicity   1



#x
This record from the Open Molecules 2025 dataset describes 2 unconnected molecules or ions with the total composition C3H5F2N. The level of theory is ωB97M-V with the def2-TZVPD basis set.

The geometry in XYZ format:
```
11
C3H5F2N (ωB97M-V with the def2-TZVPD basis set)
C 1.06 -1.12 1.23
C 1.12 -0.27 0.38
C 1.37 1.07 0.02
N -1.93 -0.39 -0.41
F -1.69 0.63 -1.37
F -3.35 -0.48 -0.43
H 1.23 -2.17 1.54
H -1.90 -1.22 -0.88
H 0.62 1.19 -0.77
H 2.34 1.14 -0.33
H 1.13 1.62 1.03
```

Values from the calculation:
Spin multiplicity   1
SMILES string   C#CC.FNF



Which structure is the least stable? The one labeled #x.